Here is a 2-piece molecular cluster, C2H3Cl3O2P overall at a distorted geometry from the Open Molecules 2025 dataset. Energies are from ωB97M-V/def2-TZVPD.

```
11
Properties=species:S:1:pos:R:3
C -1.29533 0.38892 -0.76736
C 2.51965 1.80763 1.43462
O -1.64620 -2.32078 -1.01276
O -1.22814 -1.32982 1.34003
P -1.07608 -1.30938 -0.12078
Cl 3.09298 0.37329 2.05063
Cl 2.44392 1.79210 -0.25662
Cl 1.02635 -1.39252 -0.34382
H -1.57060 0.31163 -1.78671
H -1.95730 0.77093 -0.06799
H -0.30925 0.90800 -0.46923
```

Its LUMO energy is 1.91 eV. The energy above the lowest of the compared OMol25 structures with the same formula, charge and spin comes out at 168.3 kJ/mol. The total charge is -1. As for the HOMO energy: -5.387 eV. As for the multiplicity: 1. The value obtained for the frontier orbital gap is 7.301 eV.

***

Here is a 2-piece molecular cluster, C2H3Cl3S overall at a distorted geometry from the Open Molecules 2025 dataset. Energies are from ωB97M-V/def2-TZVPD.

```
9
Properties=species:S:1:pos:R:3
C -0.01297 -0.49054 -1.09000
C 0.02401 -0.19490 1.12969
S -0.26391 1.53727 1.23421
Cl -1.37458 0.53110 -1.53119
Cl -1.24240 -1.22472 1.76745
Cl 1.16627 2.14320 -0.05480
H -0.35604 -1.56622 -1.25221
H 1.04555 -0.09418 -1.26823
H 1.01407 -0.64102 1.06508
```

Its LUMO energy (spin up / spin down) is -0.38 / -0.37 eV. The energy above the lowest of the compared OMol25 structures with the same formula, charge and spin comes out at 274.4 kJ/mol. As for the HOMO energy (spin up / spin down): -8.444 / -8.445 eV. As for the multiplicity: 1. The value obtained for the frontier orbital gap (spin up / spin down) is 8.069 / 8.070 eV.